{"formula": "C47H79BBrN4O4P", "method": "ωB97M-V/def2-TZVPD", "elements": ["C", "C", "B", "O", "C", "C", "C", "P", "C", "O", "C", "C", "C", "C", "O", "C", "C", "C", "C", "C", "C", "C", "C", "C", "C", "C", "C", "Br", "C", "O", "H", "H", "H", "H", "H", "H", "H", "H", "H", "H", "H", "H", "H", "H", "H", "H", "H", "H", "H", "C", "C", "N", "C", "C", "C", "C", "H", "H", "H", "H", "H", "H", "H", "H", "H", "H", "H", "H", "H", "H", "H", "C", "C", "N", "C", "C", "C", "C", "H", "H", "H", "H", "H", "H", "H", "H", "H", "H", "H", "H", "H", "H", "H", "C", "C", "N", "C", "C", "C", "C", "H", "H", "H", "H", "H", "H", "H", "H", "H", "H", "H", "H", "H", "H", "H", "C", "C", "N", "C", "C", "C", "C", "H", "H", "H", "H", "H", "H", "H", "H", "H", "H", "H", "H", "H", "H", "H"], "coordinates": [[9.018, 1.999, -3.955], [8.141, 3.155, -3.402], [7.225, 2.782, -2.165], [6.488, 3.797, -1.569], [7.069, 1.337, -1.534], [8.114, 0.748, -0.817], [7.943, -0.497, -0.239], [9.364, -1.170, 0.733], [9.139, -0.342, 2.385], [9.069, -2.780, 1.038], [6.762, -1.219, -0.347], [5.724, -0.640, -1.058], [5.895, 0.613, -1.634], [4.700, 1.139, -2.393], [4.778, 1.693, -3.469], [3.366, 0.865, -1.697], [3.195, -0.382, -1.094], [2.034, -0.694, -0.432], [1.044, 0.278, -0.370], [1.202, 1.518, -0.945], [0.157, 2.596, -0.847], [0.291, 3.431, 0.275], [-0.552, 4.490, 0.497], [-1.560, 4.702, -0.454], [-1.700, 3.874, -1.540], [-0.834, 2.801, -1.773], [2.386, 1.839, -1.643], [2.576, 3.557, -2.455], [4.377, -1.328, -1.199], [4.263, -2.528, -1.346], [8.380, 1.121, -4.087], [9.416, 2.338, -4.920], [9.855, 1.842, -3.267], [8.742, 4.035, -3.102], [7.456, 3.529, -4.182], [7.049, 4.582, -1.631], [9.056, 1.288, -0.724], [8.796, 0.692, 2.271], [10.078, -0.389, 2.943], [8.358, -0.871, 2.963], [8.408, -2.813, 1.748], [6.602, -2.188, 0.121], [1.901, -1.660, 0.047], [0.107, 0.083, 0.150], [1.095, 3.242, 0.986], [-0.416, 5.113, 1.376], [-2.219, 5.554, -0.297], [-2.506, 4.083, -2.242], [-0.913, 2.153, -2.642], [-5.034, -1.558, 0.161], [-3.831, -0.840, 0.755], [-4.106, 0.532, 1.132], [-2.906, 1.298, 1.428], [-2.063, 0.867, 2.633], [-5.219, 0.727, 2.045], [-5.174, 0.007, 3.398], [-5.446, -1.005, -0.685], [-4.733, -2.545, -0.197], [-5.824, -1.707, 0.899], [-3.043, -0.838, -0.005], [-3.448, -1.434, 1.601], [-3.177, 2.351, 1.542], [-2.263, 1.272, 0.541], [-2.532, 1.139, 3.578], [-1.097, 1.377, 2.602], [-1.864, -0.206, 2.637], [-6.136, 0.422, 1.532], [-5.353, 1.799, 2.217], [-4.864, -1.035, 3.308], [-6.170, 0.011, 3.846], [-4.508, 0.508, 4.101], [-3.385, -3.642, 4.707], [-4.199, -4.928, 4.686], [-5.206, -4.957, 3.642], [-6.165, -6.039, 3.795], [-5.650, -7.478, 3.683], [-4.724, -4.730, 2.290], [-3.648, -5.676, 1.744], [-4.036, -2.768, 4.775], [-2.725, -3.637, 5.575], [-2.757, -3.540, 3.820], [-4.704, -5.012, 5.653], [-3.509, -5.783, 4.620], [-6.976, -5.897, 3.075], [-6.639, -5.925, 4.776], [-5.430, -7.753, 2.652], [-6.418, -8.169, 4.038], [-4.759, -7.646, 4.288], [-4.335, -3.709, 2.237], [-5.574, -4.729, 1.602], [-2.852, -5.863, 2.466], [-3.186, -5.230, 0.859], [-4.065, -6.632, 1.433], [7.282, 0.445, -10.147], [7.708, -0.689, -9.226], [8.202, -0.233, -7.940], [8.870, -1.275, -7.177], [8.037, -2.474, -6.712], [7.304, 0.621, -7.181], [5.916, 0.073, -6.830], [8.089, 1.168, -10.278], [7.025, 0.046, -11.130], [6.403, 0.971, -9.770], [8.511, -1.234, -9.729], [6.869, -1.394, -9.122], [9.352, -0.821, -6.306], [9.696, -1.655, -7.788], [7.382, -2.218, -5.880], [8.702, -3.265, -6.358], [7.433, -2.895, -7.517], [7.168, 1.552, -7.739], [7.805, 0.931, -6.262], [5.435, -0.419, -7.677], [5.266, 0.895, -6.520], [5.953, -0.628, -5.997], [-11.432, 4.072, 4.503], [-10.579, 2.997, 5.162], [-9.599, 2.409, 4.267], [-8.987, 1.202, 4.796], [-8.128, 1.332, 6.059], [-8.691, 3.340, 3.618], [-7.829, 4.243, 4.507], [-11.914, 3.691, 3.601], [-12.215, 4.394, 5.191], [-10.848, 4.954, 4.239], [-11.253, 2.206, 5.500], [-10.114, 3.419, 6.066], [-8.389, 0.730, 4.011], [-9.788, 0.485, 5.004], [-7.163, 1.791, 5.848], [-7.923, 0.338, 6.464], [-8.626, 1.904, 6.843], [-9.280, 3.981, 2.956], [-8.038, 2.782, 2.940], [-8.398, 4.690, 5.324], [-7.422, 5.063, 3.910], [-6.979, 3.708, 4.930]], "forces_ev_per_angstrom": [[-0.3059, 1.4148, 0.0035], [0.0954, -0.3263, 0.4580], [-0.5546, 0.3531, -0.2335], [1.0515, -0.5108, 0.3238], [0.2814, 0.2073, -0.3035], [-0.3054, 0.3651, -0.4197], [0.4193, -1.0652, 1.4105], [1.3888, 0.4294, -0.5775], [-0.6846, -0.6432, -0.0945], [-0.7298, 1.1191, 0.4768], [-0.4079, 0.2234, -0.3286], [-0.4614, -0.4258, -0.0208], [-1.1182, 0.1407, -0.4060], [-0.1506, -0.1615, -0.0521], [0.2324, -0.1527, 0.7278], [1.0902, 0.6746, -0.7280], [0.9840, -0.2422, -0.3633], [-0.3154, -0.1888, 0.1416], [-0.4955, -0.3263, 0.3975], [-0.1147, 1.3975, -1.0618], [0.9315, -0.5714, 1.1948], [0.3531, -0.3252, 0.2083], [-0.3322, -0.1846, -0.5700], [0.1025, 0.7622, 1.0114], [-0.4408, -0.1606, -0.8449], [-0.2890, 0.2971, 0.1928], [-0.5408, -0.5027, 0.2274], [-0.0050, -0.4811, 0.2774], [-0.0219, -0.1939, 0.2288], [0.0314, 0.7298, 0.3329], [0.4352, -0.0822, 0.0575], [0.0664, -0.4716, 0.1502], [-0.1749, -0.4350, -0.2141], [0.0392, -0.2501, -0.2775], [0.0901, -0.1413, 0.2155], [-0.6545, 0.3373, -0.2738], [-0.0485, -0.2453, 0.0856], [0.2480, -0.1591, -0.1004], [-0.1618, 0.0721, -0.1228], [0.1927, 0.1886, -0.0596], [0.0253, -0.5134, -0.1374], [0.2365, 0.1015, -0.1350], [0.0571, 0.1350, -0.1714], [0.2094, -0.0253, -0.0603], [-0.1037, -0.0802, -0.2082], [-0.1714, 0.0317, -0.2162], [-0.0562, -0.2512, -0.2429], [0.1628, -0.1037, 0.0596], [-0.1141, 0.1698, 0.0972], [-0.0577, -0.0468, 0.0456], [-0.0976, -0.1671, 0.0057], [0.1155, 0.2915, -0.0948], [0.1978, 0.0568, -0.0805], [0.1172, 0.1448, 0.0505], [-0.3457, -0.1433, 0.0045], [-0.0606, 0.1175, 0.1244], [0.0082, 0.0564, 0.0503], [0.0027, 0.0047, 0.0267], [-0.0104, -0.0122, -0.0329], [0.0793, 0.1644, 0.0946], [0.0279, -0.0837, -0.0285], [-0.1153, -0.0447, 0.0362], [-0.0843, -0.0866, -0.0562], [-0.0190, -0.0903, 0.0146], [-0.0118, 0.0033, -0.0306], [-0.0473, -0.0033, 0.0081], [0.0682, -0.0689, -0.0494], [0.2021, 0.0224, -0.0565], [0.0028, 0.0129, -0.0493], [0.0107, -0.0131, -0.0103], [0.0621, -0.0973, 0.0053], [0.0517, 0.0018, -0.0488], [0.1742, 0.0799, -0.0121], [-0.3070, -0.0107, -0.0329], [-0.1601, -0.0733, 0.1561], [-0.1130, -0.1009, -0.0459], [0.2407, 0.2277, -0.1240], [-0.0102, -0.0087, -0.1661], [-0.0225, -0.0294, -0.0438], [-0.0034, -0.0204, -0.0134], [-0.0126, 0.0262, 0.0084], [-0.1338, -0.1185, -0.0921], [0.0508, 0.0014, 0.0695], [0.1070, 0.0826, -0.0857], [0.1143, 0.0683, 0.0362], [0.0852, 0.0096, 0.0162], [0.0029, 0.0244, 0.0098], [0.0120, 0.0279, -0.0198], [0.0167, -0.0184, 0.0958], [-0.1128, -0.0893, 0.1593], [-0.0268, 0.0108, 0.0216], [-0.0054, 0.0125, 0.0193], [0.0545, -0.0443, 0.0840], [-0.0650, 0.0266, 0.0068], [-0.1378, 0.0636, -0.0922], [0.2767, 0.0007, 0.1600], [0.1818, -0.1362, -0.0232], [0.0637, -0.0675, 0.1368], [-0.2504, 0.2433, -0.1260], [-0.0650, 0.0886, 0.1383], [-0.0052, -0.0007, 0.0658], [-0.0066, -0.0150, 0.0215], [0.0215, 0.0158, -0.0112], [0.0567, -0.0656, 0.1824], [-0.0204, -0.0305, -0.0775], [-0.1116, 0.1157, -0.0122], [-0.0706, 0.0434, -0.1065], [-0.0682, 0.0006, -0.0556], [0.0071, 0.0171, -0.0175], [-0.0142, 0.0362, -0.0013], [0.0140, -0.0681, -0.0879], [0.1191, -0.1622, -0.0324], [0.0462, -0.0122, -0.0130], [0.0249, -0.0056, 0.0132], [-0.0307, -0.0711, -0.0635], [0.0267, 0.0633, -0.0058], [-0.0563, 0.1788, 0.0059], [0.0878, -0.2703, -0.1451], [-0.0779, -0.2043, 0.1089], [0.1423, -0.1507, 0.0224], [-0.0730, 0.2879, -0.1537], [0.1563, 0.0274, -0.0732], [0.0632, -0.0125, -0.0130], [0.0253, -0.0058, 0.0106], [-0.0217, -0.0078, -0.0184], [0.1608, -0.1242, -0.0054], [-0.0609, 0.0233, 0.0542], [-0.0050, 0.1616, -0.0848], [-0.0884, 0.1169, 0.0100], [-0.0246, 0.0693, 0.0394], [-0.0151, 0.0035, -0.0163], [-0.0083, 0.0312, -0.0370], [-0.0715, -0.0164, 0.0740], [-0.0438, -0.1640, 0.1115], [-0.0226, -0.0328, -0.0065], [-0.0235, -0.0095, -0.0039], [-0.0482, 0.0121, 0.0971]], "homo_energy_ev": -7.9084, "multiplicity": 1, "smiles": "CCB(O)c1cc(P(C)O)cc2c1C(=O)c1c(ccc(-c3ccccc3)c1Br)C2=O.CCN(CC)CC.CCN(CC)CC.CCN(CC)CC.CCN(CC)CC", "total_energy_ha": -5298.497332}